ORCA calculation (ωB97M-V/def2-TZVPD) on a molecular structure, C40H39F6O2V in a non-equilibrium geometry.

## Properties
- charge = +1
- expectation value of S² = 3.979
- 2S+1 = 4
- LUMO energy (alpha / beta) (eV) = -6.90 / -6.78
- E (eV) = -88186.7009
- HOMO energy (alpha / beta) (eV) = -11.06 / -11.06

```
88
C40H39F6O2V | the Open Molecules 2025 dataset | ωB97M-V/def2-TZVPD
V 4.335 -0.658 -2.023
C 1.223 -0.403 -0.511
O 2.274 -0.810 -1.354
H 1.431 -0.570 0.546
H 0.778 0.543 -0.817
H 0.401 -1.099 -0.678
C -0.525 -3.974 -2.321
C 0.428 -4.212 -3.444
O 0.315 -5.208 -4.112
C 1.481 -3.162 -3.768
H -1.267 -4.768 -2.398
H -1.071 -3.033 -2.377
H 0.085 -4.038 -1.420
H 2.354 -3.264 -3.123
H 1.252 -2.110 -3.597
H 1.724 -3.286 -4.823
F 1.454 5.636 1.751
C 1.764 4.366 2.062
C 2.528 3.612 1.172
C 2.910 2.277 1.496
C 2.368 1.723 2.620
C 1.589 2.436 3.533
C 1.240 3.737 3.215
H 2.938 4.122 0.313
H 3.505 1.690 0.812
H 2.640 0.701 2.837
H 1.148 2.000 4.417
H 0.587 4.241 3.912
F -2.923 0.331 4.304
C -1.802 -0.397 4.021
C -0.744 -0.416 4.967
C 0.478 -1.094 4.704
C 0.629 -1.694 3.461
C -0.409 -1.679 2.525
C -1.570 -0.988 2.779
H -0.825 0.007 5.957
H 1.299 -1.141 5.404
H 1.601 -2.007 3.108
H -0.239 -2.133 1.559
H -2.338 -0.936 2.022
F -6.549 -1.524 -3.073
C -5.463 -1.879 -2.400
C -5.544 -2.939 -1.507
C -4.548 -3.202 -0.596
C -3.358 -2.486 -0.731
C -3.217 -1.416 -1.639
C -4.282 -1.139 -2.524
H -6.489 -3.458 -1.566
H -4.618 -3.985 0.144
H -2.546 -2.788 -0.086
H -2.266 -0.906 -1.651
H -4.259 -0.295 -3.197
F 2.892 7.271 -3.989
C 2.510 6.243 -3.147
C 3.292 5.071 -3.160
C 2.842 3.940 -2.545
C 1.569 3.931 -2.034
C 0.847 5.097 -2.004
C 1.317 6.295 -2.530
H 4.249 5.071 -3.662
H 3.467 3.063 -2.615
H 1.092 3.044 -1.645
H -0.111 5.047 -1.509
H 0.667 7.157 -2.556
F 2.923 -6.912 3.319
C 2.809 -5.972 2.371
C 3.904 -5.548 1.622
C 3.692 -4.667 0.566
C 2.400 -4.226 0.409
C 1.303 -4.631 1.178
C 1.538 -5.547 2.163
H 4.909 -5.902 1.798
H 4.555 -4.342 0.002
H 2.196 -3.445 -0.308
H 0.322 -4.208 1.019
H 0.794 -5.807 2.902
F -3.250 4.581 2.206
C -3.174 3.950 0.962
C -2.341 2.866 0.787
C -2.106 2.397 -0.513
C -2.835 2.915 -1.606
C -3.712 3.939 -1.396
C -3.917 4.431 -0.110
H -1.729 2.486 1.592
H -1.394 1.595 -0.641
H -2.613 2.793 -2.655
H -4.224 4.433 -2.208
H -4.589 5.264 0.036
```

Population analysis type Mulliken, resulting atomic charges in e: 1.24, 0.31, -0.37, 0.21, -0.10, -0.18, -0.04, 0.49, -0.55, -0.80, 0.41, 0.02, -0.22, 0.03, 0.24, 0.38, -0.31, -0.20, 0.09, -0.95, 0.18, -0.84, -0.26, 0.66, 0.33, 0.41, 0.42, 0.45, -0.31, -0.08, -0.36, -0.88, -0.18, -0.01, -0.29, 0.46, 0.42, 0.66, 0.04, 0.56, -0.29, 0.34, -0.39, -0.89, -0.11, -0.24, -0.67, 0.39, 0.41, 0.54, 0.49, 0.43, -0.31, 0.35, -0.68, 0.00, -0.59, -0.04, -0.82, 0.39, 0.27, 0.43, 0.50, 0.47, -0.31, 0.22, -0.48, -0.68, 0.26, -0.28, -0.44, 0.42, 0.34, 0.13, 0.34, 0.42, -0.31, 0.42, -0.59, 0.18, -0.97, -0.28, -0.52, 0.59, 0.23, 0.44, 0.41, 0.39

=====

ORCA calculation (ωB97M-V/def2-TZVPD) on a molecular structure, C40H39F9N2PPdSSe3.

## Properties
- charge = +3
- LUMO energy (eV) = -10.89
- energy relative to the best compared isomer or geometry (same formula, charge and spin) (kcal per mole) = 14.3
- E (eV) = -289169.1199
- HOMO energy (eV) = -14.94

```
96
C40H39F9N2PPdSSe3 | the Open Molecules 2025 dataset | ωB97M-V/def2-TZVPD
Pd 0.423 -1.441 0.041
C 5.874 -4.056 -1.213
Se 4.429 -2.756 -1.083
C 4.258 -2.722 0.854
C 3.282 -3.750 1.362
Se 1.567 -3.669 0.450
C 0.569 -4.537 1.866
H 6.710 -3.726 -0.603
H 6.174 -4.064 -2.258
H 5.547 -5.050 -0.925
H 3.947 -1.723 1.125
H 5.238 -2.906 1.292
H 3.086 -3.678 2.433
H 3.616 -4.762 1.127
H 1.009 -5.530 1.951
H -0.469 -4.622 1.567
H 0.665 -3.997 2.804
N -4.559 -6.082 -1.962
C -4.267 -5.691 -0.711
S -4.955 -6.294 0.635
C -3.187 -4.649 -0.598
C -2.181 -4.503 -1.550
C -1.186 -3.566 -1.356
N -1.155 -2.778 -0.273
C -2.130 -2.908 0.650
C -3.147 -3.817 0.521
H -5.251 -6.805 -2.088
H -4.160 -5.670 -2.787
H -2.125 -5.138 -2.423
H -0.385 -3.449 -2.075
H -2.070 -2.264 1.519
H -3.903 -3.918 1.288
C -6.791 4.227 0.031
C -5.648 3.305 -0.084
C -5.695 2.222 -1.009
C -4.665 1.354 -1.147
C -4.764 0.227 -2.123
C -3.469 1.567 -0.286
Se -2.116 0.472 -0.417
C -3.420 2.708 0.672
C -2.258 2.981 1.575
C -4.507 3.513 0.738
H -7.579 4.023 -0.687
H -6.446 5.261 -0.076
H -7.202 4.163 1.047
H -6.582 2.101 -1.617
H -5.692 0.302 -2.684
H -4.751 -0.733 -1.603
H -3.930 0.236 -2.824
H -1.370 2.409 1.319
H -2.537 2.741 2.605
H -2.016 4.044 1.549
H -4.513 4.347 1.431
F -2.522 3.762 -3.525
C -1.620 2.984 -4.144
F -2.287 2.066 -4.847
F -0.926 3.742 -4.983
C -0.714 2.339 -3.116
C -0.469 0.977 -3.145
C 0.345 0.421 -2.161
C 0.900 1.223 -1.154
C 0.679 2.595 -1.165
C -0.128 3.148 -2.147
P 1.825 0.397 0.163
C 3.554 0.721 -0.117
C 4.448 0.755 0.960
C 5.790 0.967 0.722
C 6.238 1.154 -0.583
C 5.359 1.144 -1.650
C 4.011 0.915 -1.421
C 7.720 1.380 -0.805
F 8.083 2.578 -0.339
F 8.426 0.452 -0.149
F 8.039 1.316 -2.096
C 1.380 1.202 1.715
C 0.427 0.620 2.557
C -0.049 1.306 3.659
C 0.427 2.584 3.923
C 1.409 3.153 3.131
C 1.892 2.460 2.029
C -0.187 3.360 5.067
F 0.496 4.464 5.344
F -1.442 3.722 4.727
F -0.270 2.615 6.167
H -0.898 0.363 -3.926
H 0.570 -0.643 -2.208
H 1.108 3.236 -0.405
H -0.314 4.216 -2.155
H 4.098 0.633 1.979
H 6.494 0.996 1.544
H 5.723 1.306 -2.655
H 3.325 0.901 -2.259
H 0.063 -0.380 2.368
H -0.785 0.860 4.316
H 1.799 4.133 3.372
H 2.671 2.907 1.421
```

Population analysis type Mulliken, resulting atomic charges in e: 0.21, -1.04, 0.18, -0.42, -0.83, 0.36, -1.00, 0.33, 0.37, 0.33, -0.44, 0.71, 0.52, 0.45, 0.45, 0.23, 0.38, -0.33, 0.08, -0.28, 0.90, -0.95, -0.85, 0.88, -1.02, -0.72, 0.23, 0.18, 0.43, 0.53, 0.67, 0.53, -1.44, 0.86, -1.22, 0.34, -1.44, 0.68, 0.53, 0.80, -0.72, -0.98, 0.39, 0.41, 0.39, 0.40, 0.47, 0.28, 0.24, -0.58, 0.43, 0.55, 0.62, -0.24, 0.67, -0.27, -0.23, 0.21, -0.75, -1.02, 0.50, -0.78, -1.02, 2.67, 0.88, -0.65, -1.13, 0.04, -0.97, -0.70, 0.77, -0.23, -0.24, -0.26, 0.75, -1.03, -1.01, 0.20, -1.25, -0.35, 0.73, -0.26, -0.24, -0.25, 0.56, 0.71, 0.55, 0.53, 0.56, 0.47, 0.55, 0.44, 0.46, 0.48, 0.55, 0.58

=====

ORCA calculation (ωB97M-V/def2-TZVPD) on a molecular structure, C40H39MoN6O7P2S2 in a non-equilibrium geometry.

## Properties
- expectation value of S² = 0.758
- 2S+1 = 2
- LUMO energy (alpha / beta) (eV) = -0.15 / -0.15
- energy relative to the best compared isomer or geometry (same formula, charge and spin) (kcal per mole) = 33.8
- E (eV) = -107492.8028
- HOMO energy (alpha / beta) (eV) = -7.07 / -6.69

```
97
C40H39MoN6O7P2S2 | the Open Molecules 2025 dataset | ωB97M-V/def2-TZVPD
Mo -1.189 -0.725 -0.291
O -2.098 -4.875 -1.116
C -1.622 -3.742 -1.137
N -2.038 -2.671 -0.462
C -3.304 -2.804 0.229
C -4.109 -1.599 -0.177
C -5.493 -1.580 -0.172
C -6.164 -0.493 -0.702
C -5.420 0.528 -1.267
C -4.042 0.455 -1.213
N -3.386 -0.557 -0.630
C -0.455 -3.400 -2.012
C 0.214 -4.380 -2.727
C 1.313 -4.000 -3.477
C 1.688 -2.665 -3.480
C 0.946 -1.751 -2.752
N -0.116 -2.111 -2.033
H -3.184 -2.857 1.319
H -3.820 -3.716 -0.086
H -6.025 -2.436 0.222
H -7.245 -0.458 -0.701
H -5.884 1.379 -1.743
H -3.416 1.211 -1.667
H -0.139 -5.398 -2.664
H 1.870 -4.731 -4.048
H 2.543 -2.323 -4.045
H 1.191 -0.699 -2.744
N -1.562 0.568 2.705
P -1.467 1.322 1.156
C -0.329 2.686 1.539
C 1.038 2.465 1.393
C 1.947 3.428 1.791
C 1.498 4.623 2.335
C 0.138 4.851 2.481
C -0.778 3.887 2.086
C -3.088 2.157 1.083
C -4.162 1.738 1.857
C -5.389 2.382 1.759
C -5.548 3.448 0.889
C -4.482 3.862 0.099
C -3.261 3.217 0.192
C -1.080 -0.706 2.910
C -0.647 -1.098 4.183
C -0.166 -2.368 4.358
C -0.128 -3.238 3.268
C -0.592 -2.783 2.062
N -1.079 -1.538 1.867
H -1.452 1.183 3.505
H 1.378 1.529 0.973
H 3.005 3.245 1.672
H 2.208 5.379 2.643
H -0.217 5.780 2.907
H -1.835 4.083 2.207
H -4.044 0.898 2.531
H -6.218 2.050 2.369
H -6.501 3.955 0.822
H -4.602 4.690 -0.587
H -2.436 3.535 -0.437
H -0.667 -0.383 4.993
H 0.188 -2.684 5.329
H 0.261 -4.241 3.348
H -0.600 -3.422 1.190
C 0.703 3.066 -5.142
C 2.083 3.517 -4.709
O 2.379 3.348 -3.314
P 1.991 1.960 -2.556
S 0.054 2.481 -1.825
S -0.930 0.694 -2.284
O 2.967 2.216 -1.283
C 3.669 1.086 -0.740
C 5.155 1.356 -0.754
H 0.600 3.240 -6.214
H -0.078 3.612 -4.616
H 0.543 2.003 -4.957
H 2.201 4.586 -4.886
H 2.856 2.994 -5.279
H 3.425 0.186 -1.314
H 3.310 0.931 0.282
H 5.535 1.412 -1.773
H 5.684 0.562 -0.225
H 5.370 2.302 -0.258
O 1.599 -0.325 2.113
C 1.695 -0.949 1.065
O 0.938 -0.846 0.038
C 2.835 -1.932 0.916
C 2.759 -3.028 0.067
C 3.801 -3.946 -0.003
C 4.941 -3.761 0.762
C 4.997 -2.652 1.584
C 3.971 -1.742 1.696
N 6.225 -2.435 2.395
O 6.304 -1.401 3.025
O 7.070 -3.309 2.370
H 1.870 -3.163 -0.536
H 3.722 -4.806 -0.652
H 5.772 -4.450 0.731
H 4.037 -0.904 2.373
```

Population analysis type Mulliken, resulting atomic charges in e: -0.84, -0.81, -0.20, 0.22, -1.31, 0.50, -1.02, -0.48, -1.05, -0.24, 0.77, 0.47, -0.66, -0.56, -0.96, 0.32, 0.54, 0.25, 0.74, 0.50, 0.42, 0.51, 0.52, 0.55, 0.45, 0.50, 0.14, 0.05, 2.40, 0.40, 1.65, -0.83, -0.80, -0.81, -0.85, 0.03, -0.77, -0.78, -0.55, -0.82, -0.04, -0.07, -1.05, -0.65, -1.04, -0.58, 1.10, 0.38, -1.03, 0.49, 0.41, 0.46, 0.41, 0.44, 0.42, 0.40, 0.43, 0.43, 0.48, 0.40, 0.53, 0.38, -0.97, -0.20, -0.20, -0.18, -0.09, -0.17, -0.35, 0.54, -1.66, 0.42, 0.24, 0.26, 0.29, 0.26, 0.25, 0.06, 0.40, 0.34, 0.33, -0.57, -0.30, 1.81, -0.32, 0.19, -1.04, -0.50, -0.60, -0.28, 1.05, -0.61, -0.65, 0.30, 0.49, 0.52, 0.63